The following is a quantum chemistry calculation of a cluster of 13 separate species, C5H39N2O13 in total, from OMol25.

F_max	3.09	eV Å⁻¹
net charge	+1
E_LUMO	-2.817	eV
spin multiplicity	1
HOMO level	-0.4472	Eh
Kohn-Sham gap	9.351	eV
calculated total energy	-1301.286783	Eh

Cartesian coordinates (Å):
C: 3.42 -0.28 -1.33
N: 3.28 1.07 -0.79
C: 3.80 1.31 0.59
C: 2.70 1.39 1.63
O: 2.41 0.13 2.28
C: 2.45 -1.25 -0.68
N: 1.02 -0.94 -1.01
C: 0.72 -1.20 -2.42
H: 3.30 -0.22 -2.41
H: 4.42 -0.69 -1.17
H: 3.59 1.73 -1.43
H: 4.53 0.51 0.71
H: 4.29 2.25 0.54
H: 2.90 2.04 2.46
H: 1.74 1.58 1.19
H: 3.16 -0.32 2.67
H: 2.61 -1.08 0.37
H: 2.73 -2.27 -0.80
H: 0.51 -1.56 -0.38
H: 0.87 0.05 -0.70
H: 0.82 -2.24 -2.65
H: 1.31 -0.54 -3.06
H: -0.36 -1.00 -2.49
H: 1.00 4.11 -3.40
H: 2.21 4.37 -2.51
O: 1.46 3.71 -2.70
H: -3.23 3.13 2.46
H: -3.02 2.63 1.13
O: -2.51 2.86 1.86
H: -2.04 -3.66 -2.95
H: -2.49 -2.82 -1.91
O: -1.66 -2.99 -2.39
H: 0.36 1.90 -1.69
H: -0.07 2.16 -0.13
O: 0.01 1.51 -0.86
H: -4.05 -1.52 -0.41
H: -4.20 -3.01 -0.08
O: -3.63 -2.42 -0.58
H: 0.49 -4.96 -0.38
H: 0.92 -4.92 1.13
O: 1.25 -5.05 0.23
H: 0.41 4.68 1.47
H: -0.74 3.96 2.28
O: 0.12 4.31 2.30
H: -4.98 0.33 0.67
H: -4.06 0.85 -0.61
O: -4.65 0.15 -0.21
H: -2.69 2.85 -1.46
H: -2.20 1.41 -0.95
O: -2.83 2.11 -0.81
H: -2.22 -2.13 0.68
H: -2.39 -1.20 1.88
O: -1.94 -2.07 1.63
H: -2.73 0.97 2.60
H: -3.07 -0.23 3.52
O: -3.28 0.16 2.68
H: 0.47 -2.58 2.37
H: -0.54 -3.57 1.81
O: 0.31 -3.49 2.24

---

The following is a quantum chemistry calculation of a cluster of 2 separate species, C2H9N3O in total, from OMol25.

F_max	5.00	eV Å⁻¹
net charge	+2
E_LUMO	-9.350	eV
spin multiplicity	1
HOMO level	-0.6947	Eh
Kohn-Sham gap	9.553	eV
calculated total energy	-320.400548	Eh

Cartesian coordinates (Å):
C: 0.33 -1.41 0.78
C: -0.23 -0.73 -0.40
N: -0.15 -2.39 1.56
N: 1.48 -0.90 1.14
N: -0.36 2.06 -1.32
O: -0.63 -1.56 -1.24
H: 0.16 -2.56 2.44
H: -0.94 -2.91 1.23
H: 2.19 -1.17 1.86
H: 0.56 2.50 -1.59
H: 1.96 -0.11 0.58
H: -0.08 1.07 -0.95
H: -0.96 2.68 -0.71
H: -0.91 2.01 -2.24
H: -1.09 -1.23 -2.13

---

E_LUMO of number 1 (C5H39N2O13)?
-2.817 eV

---

Which value of HOMO level does entry 1 give?
-0.4472 Eh